# 1
The following is a quantum chemistry calculation of a cluster of 5 separate species, C6H22INO6 in total, from OMol25.

Properties
* frontier orbital gap: 7.47 eV
* electronic energy: -28451.6237 eV
* highest occupied orbital energy: -8.561 eV

XYZ file:
```
36
Properties=species:S:1:pos:R:3:forces:R:3
N -0.199251 3.282417 1.426959 1.23 -0.40 0.53
H 0.308419 4.065094 1.039956 -0.80 0.59 -0.88
H -0.007998 2.439984 0.903665 0.65 -1.59 -1.56
H -1.205341 3.206326 1.472611 -0.44 1.00 0.45
H 0.328295 3.097520 2.268156 -0.63 -0.23 1.03
I -0.139743 0.031515 -0.054021 0.09 0.57 0.25
C -4.898300 -0.761924 -3.571028 1.21 0.12 1.06
C -3.380016 -0.792938 -3.243889 -1.49 0.86 1.50
O -3.149737 0.244563 -2.268190 -0.08 0.48 -0.85
O -5.260693 0.134740 -4.596295 0.08 -0.45 -0.78
H -5.440415 -0.410004 -2.693328 0.13 -0.63 0.44
H -5.091117 -1.818888 -3.754743 -0.90 0.26 -0.78
H -2.860155 -0.668635 -4.193826 0.51 -0.04 0.20
H -3.165878 -1.701018 -2.680291 0.16 -0.50 -0.76
H -2.460268 -0.013618 -1.652102 0.34 -0.07 -0.04
H -5.252075 1.016555 -4.216925 0.07 0.01 0.01
C 4.076909 3.657045 0.415602 0.04 -0.12 -0.38
C 3.342794 2.284485 0.307403 1.66 1.32 1.92
O 2.653232 2.155035 -0.819725 -1.76 0.37 -3.07
O 3.379178 4.810585 -0.027947 -1.00 0.03 -0.27
H 4.926851 3.660152 -0.266802 0.24 -0.35 0.31
H 4.375349 3.890609 1.437606 0.47 -0.68 0.11
H 2.609681 2.171628 1.106090 0.34 -0.12 1.09
H 4.075994 1.478279 0.283637 0.54 0.03 1.13
H 2.097054 1.395385 -0.632103 -0.73 -0.46 -0.80
H 2.831831 5.161175 0.678524 0.09 0.03 0.06
C 0.872613 -5.097617 2.559026 -1.18 1.15 0.97
C 0.795084 -3.816299 1.720665 0.25 -0.84 -1.78
O -0.168701 -2.808523 2.079824 0.85 -1.57 0.91
O 1.453127 -4.813538 3.805734 0.65 0.03 1.13
H 1.463137 -5.931608 2.179774 -0.01 0.46 -0.78
H -0.131826 -5.466916 2.765972 -0.29 -0.20 -0.43
H 0.583790 -4.148457 0.704237 -0.45 -0.17 -0.34
H 1.820363 -3.472925 1.582817 0.11 0.67 0.66
H 0.027398 -2.032540 1.549739 0.01 0.32 -0.22
H 0.790417 -4.427645 4.383218 0.01 0.12 -0.06
```
Positions in Å, forces in eV/Å.

=====

# 2
The following is a quantum chemistry calculation of a structure of composition C22H26AsN4ReS4, from OMol25.

Properties
* charge: +2
* frontier orbital gap: 5.91 eV
* electronic energy: -135492.5637 eV
* highest occupied orbital energy: -13.451 eV

XYZ file:
```
58
Properties=species:S:1:pos:R:3:forces:R:3
Re 0.555440 -0.003004 -0.127238 1.10 0.04 0.09
C -2.891128 -0.055082 1.067440 -0.03 0.00 -0.10
C -2.558406 -1.320197 1.843200 -0.03 -0.04 0.03
C -1.073095 -1.572347 2.068378 0.21 -0.03 -0.03
N -0.285411 -1.617859 0.822724 -0.29 -0.03 -0.03
C -0.041932 -2.839535 0.283858 -0.25 0.24 0.22
C -0.638769 -4.021146 0.776301 -0.01 -0.06 0.00
C -0.374838 -5.341544 0.501299 0.02 0.01 0.00
C 0.592731 -5.900190 -0.338807 -0.08 -0.05 0.06
C 1.402117 -5.224343 -1.214929 0.06 0.12 -0.08
C 1.422689 -3.854536 -1.494225 0.11 -0.21 -0.01
C 0.772305 -2.798348 -0.886994 -0.05 0.45 -0.39
N 0.932841 -1.496337 -1.360370 0.03 -0.12 0.07
C 1.432790 -1.353200 -2.741781 -0.09 -0.09 0.28
C 0.897931 -0.101457 -3.392765 -0.09 -0.02 -0.19
C 1.392392 1.197224 -2.802742 0.01 0.06 0.28
N 0.773366 1.433288 -1.489724 -0.13 0.17 -0.06
C 0.490366 2.724042 -1.122467 0.22 -0.52 -0.27
C 1.048907 3.806335 -1.803353 0.02 0.25 -0.02
C 0.840897 5.168162 -1.654533 0.07 -0.12 -0.07
C -0.085894 5.818896 -0.858823 -0.06 0.02 0.04
C -0.953534 5.227433 0.042020 0.00 0.03 0.01
C -1.013558 3.908521 0.467483 0.01 0.07 0.03
C -0.284232 2.786615 0.070164 -0.29 -0.22 0.29
N -0.348737 1.583196 0.743864 -0.31 -0.07 -0.08
C -1.121213 1.584907 1.998596 0.16 0.04 -0.10
C -2.598884 1.243268 1.806702 -0.03 0.07 0.01
H -3.949083 -0.075475 0.802169 -0.02 0.01 0.08
H -2.372569 -0.059318 0.100782 0.01 -0.01 -0.04
H -2.994372 -2.177743 1.322038 0.02 0.00 0.01
H -3.032755 -1.283536 2.828052 -0.03 0.00 -0.03
H -0.943621 -2.496206 2.628471 0.07 -0.03 0.01
H -0.613544 -0.818229 2.695381 -0.05 0.02 0.02
H -1.437580 -3.874917 1.486565 -0.01 -0.01 0.01
H -0.991437 -6.049652 1.042644 0.02 -0.01 -0.01
H 0.686312 -6.978850 -0.318074 -0.01 0.00 0.00
H 2.081054 -5.825318 -1.807566 0.00 0.01 0.00
H 2.096484 -3.580806 -2.294274 0.01 -0.04 0.02
H 1.098690 -2.204586 -3.334542 -0.01 0.00 0.00
H 2.527742 -1.359034 -2.732204 0.02 0.06 -0.01
H -0.194694 -0.116258 -3.340206 -0.01 0.00 -0.08
H 1.163181 -0.130767 -4.450593 0.05 0.00 0.02
H 1.138363 1.999815 -3.493248 -0.07 -0.02 0.01
H 2.482025 1.185493 -2.682057 0.01 -0.01 -0.06
H 1.787922 3.549624 -2.549077 0.00 0.04 0.02
H 1.454949 5.797632 -2.287628 -0.01 0.00 0.00
H -0.146955 6.895456 -0.958751 0.00 -0.01 -0.01
H -1.657105 5.894467 0.526177 0.01 -0.01 0.01
H -1.749724 3.733698 1.236755 0.00 0.06 0.00
H -1.033056 2.556150 2.484895 0.05 -0.01 0.03
H -0.615367 0.907354 2.671736 -0.04 -0.04 0.06
H -3.089847 2.057937 1.266611 0.02 0.00 0.03
H -3.055568 1.215273 2.800129 -0.03 -0.01 -0.02
S 2.677462 -0.999836 4.008578 -0.02 -0.01 0.00
As 3.428711 1.060045 3.899119 -0.06 0.04 0.11
S 2.617202 -0.062476 0.744367 -0.39 -0.03 0.12
S 2.912023 1.716210 1.740723 0.11 0.05 -0.18
S 1.440014 0.541094 4.759752 0.07 -0.06 -0.11
```
Positions in Å, forces in eV/Å.